Record 1
{"formula": "C40H88F7N7O12PtS6", "method": "wB97M-V/def2-TZVPD", "species": ["Pt", "F", "C", "C", "C", "C", "N", "C", "C", "C", "C", "C", "C", "C", "H", "H", "H", "H", "H", "H", "H", "H", "H", "H", "H", "H", "H", "H", "H", "H", "H", "H", "H", "H", "H", "H", "H", "H", "C", "C", "C", "C", "N", "C", "C", "C", "C", "C", "C", "C", "H", "H", "H", "H", "H", "H", "H", "H", "H", "H", "H", "H", "H", "H", "H", "H", "H", "H", "H", "H", "H", "H", "H", "H", "C", "C", "C", "N", "C", "C", "C", "C", "C", "C", "H", "H", "H", "H", "H", "H", "H", "H", "H", "H", "H", "H", "H", "H", "H", "H", "H", "H", "H", "H", "C", "C", "C", "N", "C", "C", "C", "C", "C", "C", "H", "H", "H", "H", "H", "H", "H", "H", "H", "H", "H", "H", "H", "H", "H", "H", "H", "H", "H", "H", "N", "S", "O", "O", "F", "S", "O", "O", "F", "N", "S", "O", "O", "F", "S", "O", "O", "F", "N", "S", "O", "O", "F", "S", "O", "O", "F"], "xyz": [[-1.227, 2.471, -0.768], [-2.766, 1.122, -0.220], [-2.753, -2.477, 2.958], [-1.215, -2.560, 3.132], [-0.614, -1.139, 3.273], [0.750, -1.135, 3.955], [1.317, 0.289, 3.985], [1.848, 0.529, 2.487], [3.389, 0.395, 2.531], [3.632, -0.247, 3.872], [2.577, 0.356, 4.720], [0.418, 1.321, 4.493], [0.044, 1.192, 6.039], [-0.397, 2.572, 6.653], [-3.018, -2.021, 2.021], [-3.049, -1.750, 3.667], [-3.339, -3.415, 3.138], [-0.754, -3.197, 2.379], [-1.022, -3.121, 4.086], [-1.356, -0.567, 3.911], [-0.431, -0.608, 2.313], [1.428, -1.775, 3.394], [0.731, -1.525, 4.960], [1.595, 1.583, 2.139], [1.377, -0.180, 1.799], [3.782, 1.395, 2.354], [3.691, -0.233, 1.727], [4.607, -0.133, 4.350], [3.358, -1.284, 3.629], [2.817, 1.383, 4.991], [2.398, -0.169, 5.697], [-0.475, 1.222, 3.937], [0.892, 2.276, 4.177], [0.851, 0.667, 6.575], [-0.785, 0.460, 6.031], [0.411, 3.295, 6.453], [-0.411, 2.586, 7.769], [-1.399, 2.888, 6.393], [8.356, -0.178, 0.802], [7.094, 0.262, -0.014], [6.739, -0.729, -1.151], [6.782, -2.123, -0.535], [5.977, -3.199, -1.280], [6.623, -3.370, -2.668], [5.601, -2.713, -3.601], [4.280, -2.986, -2.977], [4.545, -2.805, -1.484], [6.018, -4.489, -0.516], [7.408, -5.083, -0.283], [7.216, -6.359, 0.517], [8.632, 0.623, 1.528], [9.248, -0.380, 0.194], [8.224, -1.145, 1.370], [7.288, 1.268, -0.441], [6.248, 0.249, 0.709], [7.379, -0.613, -1.976], [5.719, -0.428, -1.508], [6.248, -2.036, 0.434], [7.797, -2.474, -0.412], [6.736, -4.443, -2.800], [7.631, -3.043, -2.598], [5.538, -3.018, -4.638], [5.815, -1.630, -3.508], [4.002, -4.019, -3.102], [3.524, -2.261, -3.350], [3.950, -3.488, -0.861], [4.407, -1.789, -1.085], [5.346, -5.214, -0.952], [5.561, -4.166, 0.459], [8.057, -4.292, 0.119], [7.791, -5.433, -1.245], [7.046, -7.256, -0.049], [6.446, -6.182, 1.265], [8.098, -6.585, 1.114], [-4.921, 5.604, 1.270], [-5.655, 4.331, 1.032], [-4.806, 3.182, 1.688], [-5.595, 1.799, 1.576], [-4.777, 0.785, 2.296], [-4.646, 1.076, 3.800], [-6.053, 1.160, 4.429], [-6.891, 2.261, 3.775], [-6.989, 1.829, 2.214], [-5.658, 1.376, 0.146], [-5.375, 6.412, 0.660], [-3.773, 5.514, 1.088], [-4.928, 5.883, 2.370], [-5.745, 4.063, -0.004], [-6.646, 4.259, 1.551], [-4.499, 3.359, 2.698], [-3.938, 3.036, 1.069], [-3.838, 0.631, 1.840], [-5.288, -0.190, 2.195], [-4.044, 1.988, 3.972], [-4.182, 0.309, 4.309], [-5.850, 1.266, 5.524], [-6.417, 0.194, 4.159], [-6.269, 3.190, 3.830], [-7.929, 2.403, 4.075], [-7.582, 2.507, 1.580], [-7.429, 0.883, 2.053], [-4.648, 1.103, -0.190], [-6.021, 2.215, -0.417], [-6.391, 0.557, 0.088], [-0.156, 0.187, -7.087], [-1.641, 0.392, -6.794], [-1.972, 0.132, -5.344], [-2.720, -1.134, -4.930], [-1.919, -2.321, -5.334], [-2.254, -3.549, -4.555], [-2.328, -3.265, -3.046], [-3.374, -2.165, -2.792], [-2.848, -0.881, -3.431], [-4.073, -1.189, -5.503], [0.354, 0.942, -6.484], [0.075, 0.367, -8.163], [0.178, -0.837, -6.881], [-2.216, -0.295, -7.412], [-1.901, 1.353, -7.148], [-2.528, 0.943, -4.829], [-1.032, -0.014, -4.856], [-0.860, -2.115, -5.216], [-2.079, -2.479, -6.384], [-1.455, -4.227, -4.761], [-3.148, -4.049, -4.988], [-1.382, -2.938, -2.618], [-2.423, -4.188, -2.555], [-3.554, -2.038, -1.725], [-4.364, -2.546, -3.204], [-1.933, -0.596, -3.017], [-3.547, -0.121, -3.300], [-4.514, -0.246, -5.257], [-4.600, -2.021, -5.058], [-4.073, -1.294, -6.553], [-1.443, 3.930, 0.807], [-1.037, 5.502, 0.797], [0.314, 5.822, 0.469], [-1.562, 6.048, 2.025], [-1.905, 5.969, -0.379], [-0.979, 3.104, 2.107], [-0.644, 1.811, 1.563], [-1.797, 3.259, 3.200], [0.409, 3.742, 2.440], [1.428, -0.845, -1.913], [2.032, 0.511, -1.409], [3.103, 0.345, -0.461], [1.046, 1.569, -1.165], [2.694, 0.994, -2.794], [0.888, -1.959, -0.819], [1.747, -2.146, 0.323], [0.323, -2.985, -1.653], [-0.387, -1.209, -0.290], [-1.888, 3.263, -2.645], [-0.767, 3.972, -3.654], [-1.090, 3.829, -5.010], [0.481, 3.507, -3.082], [-0.999, 5.517, -3.374], [-3.476, 3.566, -2.860], [-4.263, 2.365, -2.808], [-3.595, 4.549, -3.845], [-3.840, 4.237, -1.491]], "mulliken_charge": [3.8184, -0.9579, -1.1213, -0.6114, 1.7150, -1.4886, 1.2409, 1.1836, 0.3446, -1.1866, -0.7499, -0.2459, -0.4985, -1.2794, 0.1622, 0.2767, 0.4347, 0.3182, 0.5287, -0.4708, -0.5701, 0.2345, 0.6809, -0.4617, -0.6234, 0.4402, -0.4551, 0.5049, 0.3486, 0.4057, 0.5245, -0.3703, 0.5981, 0.3108, 0.2522, 0.3491, 0.4125, 0.2258, -1.2703, -0.0663, -0.4669, -1.4511, 1.1832, -0.8993, -0.6956, -0.4066, 0.2031, -1.3655, 0.1141, -1.4032, 0.4032, 0.3444, 0.2972, 0.4722, -0.2325, 0.5224, 0.1847, 0.3669, 0.7056, 0.5420, 0.2957, 0.5042, 0.2839, 0.4244, 0.3017, 0.1660, -0.6595, 0.4369, 0.5296, 0.3138, 0.2494, 0.3683, 0.3573, 0.4016, -1.3824, -0.4372, -0.1348, 0.9928, -0.5169, -0.2253, -1.3104, -0.4346, -1.0764, -0.7648, 0.4071, 0.1323, 0.3884, 0.3755, 0.3061, 0.8365, -0.6921, 0.0102, 0.4297, 0.1207, 0.4811, 0.4985, 0.4018, 0.1940, 0.4569, 0.6401, 0.5385, -0.1398, 0.4735, 0.3498, -1.2328, -0.5253, -0.0768, 0.4242, -0.4988, -1.0178, 0.0852, -0.7242, -0.6100, -0.9196, 0.3129, 0.4435, 0.2462, 0.2500, 0.4977, -0.1284, 0.3116, 0.3568, 0.3337, 0.5549, 0.3299, -0.3564, 0.5873, 0.3527, 0.3144, 0.4240, 0.2131, 0.3477, 0.4449, 0.3549, -0.4028, 0.8952, -0.5846, -0.5525, -0.1435, 0.3705, -0.9977, -0.5737, -0.3388, -0.3651, 0.5019, -0.5655, -0.5023, -0.3396, 0.8460, -0.4285, -0.7606, -0.1244, -0.6697, 0.9879, -0.5001, -0.4149, -0.2065, 0.8826, -0.5899, -0.6298, -0.0833], "lumo_energy_ev": [-3.48, -4.77], "homo_lumo_gap_ev": [9.313, 8.512], "max_force_ev_per_a": 4.47, "multiplicity": 3, "homo_ev": [-12.79, -13.28], "energy_ha": -6069.9121, "total_charge": 2}

***

Record 2
{"formula": "C16H34AsBeCaCl5CsF4I2MgNO16P3S", "method": "wB97M-V/def2-TZVPD", "species": ["N", "P", "O", "O", "As", "I", "C", "C", "C", "I", "C", "C", "O", "C", "C", "F", "F", "F", "C", "S", "O", "O", "P", "O", "Cl", "H", "H", "H", "H", "H", "H", "H", "H", "H", "H", "H", "H", "H", "H", "H", "H", "H", "H", "H", "Cs", "Mg", "C", "C", "O", "C", "O", "O", "F", "H", "H", "H", "C", "C", "C", "O", "H", "H", "H", "H", "H", "H", "H", "H", "O", "P", "O", "O", "O", "Ca", "C", "O", "H", "H", "H", "Be", "O", "H", "C", "Cl", "Cl", "Cl", "Cl"], "xyz": [[1.736, 2.564, 1.174], [0.551, 3.599, 1.313], [0.396, 4.357, -0.120], [1.089, 4.836, 2.253], [-1.599, 2.690, 1.888], [-2.637, 4.759, 0.521], [-1.645, 1.447, 0.237], [-0.421, 0.566, -0.152], [0.460, 1.088, -1.408], [1.842, -0.511, -1.943], [-3.524, 2.196, 2.367], [-4.625, 2.382, 1.289], [-5.610, 1.345, 1.518], [-5.271, 0.143, 0.910], [-6.550, -0.717, 0.696], [-6.570, -1.085, -0.621], [-7.614, 0.014, 0.997], [-6.543, -1.842, 1.409], [-0.824, 1.258, 3.142], [-1.370, -0.395, 2.849], [-0.266, -1.250, 2.479], [-2.022, -0.912, 4.016], [-1.622, 4.100, 3.876], [-0.144, 3.827, 4.785], [-1.740, 6.159, 3.277], [1.390, 1.639, 1.410], [0.024, 3.768, -0.782], [1.950, 4.564, 2.600], [-1.871, 2.127, -0.615], [-2.531, 0.800, 0.281], [-0.844, -0.434, -0.547], [0.235, 0.191, 0.633], [-0.214, 1.368, -2.279], [1.094, 1.947, -1.185], [-3.642, 1.175, 2.756], [-3.897, 2.847, 3.230], [-4.310, 2.252, 0.252], [-5.193, 3.296, 1.450], [-4.599, -0.454, 1.556], [-4.794, 0.233, -0.077], [-1.309, 1.485, 4.104], [0.238, 1.360, 3.383], [-2.291, -0.476, 1.850], [-0.278, 3.095, 5.407], [0.422, 6.090, 5.107], [-1.424, 0.374, -2.255], [-0.192, -3.676, 0.845], [-0.272, -4.986, 0.101], [-1.543, -4.904, -0.538], [-1.784, -3.585, -0.751], [-2.606, -3.150, -1.487], [-0.949, -2.811, -0.017], [-0.268, -6.036, 0.946], [-0.666, -3.716, 1.825], [0.823, -3.308, 0.966], [0.503, -5.127, -0.656], [7.146, -0.108, -2.438], [6.141, -1.019, -1.772], [6.830, -2.073, -0.913], [5.332, -1.666, -2.782], [7.822, -0.674, -3.110], [6.644, 0.636, -3.054], [7.755, 0.407, -1.691], [5.465, -0.430, -1.153], [7.484, -2.710, -1.516], [6.097, -2.732, -0.444], [7.437, -1.616, -0.133], [5.912, -2.186, -3.341], [-2.460, 2.647, -4.852], [-3.142, 2.659, -6.216], [-3.962, 1.390, -6.417], [-2.137, 2.724, -7.355], [-4.039, 3.879, -6.351], [7.671, -3.480, -3.293], [11.558, -4.490, -1.635], [10.483, -3.844, -2.168], [12.390, -3.831, -1.324], [11.372, -5.085, -0.721], [12.068, -5.219, -2.292], [-4.381, 2.941, 4.873], [7.904, 2.640, 0.228], [7.477, 1.865, -0.149], [-9.511, -3.437, -0.849], [-9.804, -3.295, -2.585], [-9.009, -1.871, -0.206], [-10.992, -3.966, -0.042], [-8.229, -4.624, -0.562]], "mulliken_charge": [-0.8501, 1.1783, -0.5858, -0.4396, -0.4051, 0.1122, -0.7772, -1.1342, -0.8417, 0.2390, 0.0225, -1.1923, -0.4340, -0.1805, 0.8874, -0.2701, -0.3054, -0.2660, -1.7100, 1.4403, -0.6743, -0.7754, 0.3983, -0.7374, -0.4010, 0.2316, 0.3754, 0.3358, 0.7355, 0.4143, 0.4928, 0.3847, 0.5037, 0.6210, 0.6589, -0.1833, 0.6372, 0.4534, 0.1066, 0.1206, 0.6169, 0.7895, -0.0944, 0.3028, 1.0845, 0.7164, -0.5152, 0.2864, -0.3220, 0.5661, -0.5039, -0.1132, -0.2832, 0.2878, 0.3401, 0.2670, -0.6280, -0.1410, -0.5627, -0.1342, 0.0360, 0.3274, 0.2475, 0.4216, -0.2607, 0.3344, 0.4070, 0.1014, -0.3738, 0.7307, -0.4139, -0.3814, -0.3885, 1.3683, -0.6595, -0.6283, 0.2217, 0.2314, 0.2272, -0.1098, -0.8008, 0.1961, 0.3696, -0.1013, -0.0354, -0.1014, -0.1114], "lumo_energy_ev": -6.54, "homo_lumo_gap_ev": 1.428, "max_force_ev_per_a": 5.50, "homo_ev": -7.97, "energy_ha": -9754.0501, "total_charge": 1}

***

Record 3
{"formula": "C46H32BrInN8O2S", "method": "wB97M-V/def2-TZVPD", "species": ["In", "C", "C", "N", "C", "C", "N", "C", "C", "C", "C", "C", "N", "C", "C", "N", "C", "C", "N", "C", "C", "C", "N", "C", "C", "H", "H", "H", "H", "H", "H", "H", "H", "H", "H", "H", "H", "Br", "C", "C", "C", "C", "O", "C", "C", "N", "C", "C", "C", "C", "C", "C", "C", "C", "N", "C", "C", "H", "H", "H", "H", "H", "H", "H", "H", "H", "H", "O", "S", "C", "C", "C", "C", "C", "C", "C", "C", "C", "C", "C", "C", "H", "H", "H", "H", "H", "H", "H", "H", "H", "H"], "xyz": [[0.510, 1.317, -0.487], [-3.752, -0.165, -1.287], [-2.555, 0.527, -1.443], [-1.783, 0.791, -0.403], [-2.164, 0.367, 0.803], [-3.372, -0.330, 0.934], [-4.146, -0.586, -0.099], [-1.268, 0.660, 1.931], [-1.631, 0.443, 3.254], [-0.735, 0.758, 4.278], [0.501, 1.309, 3.925], [0.789, 1.519, 2.581], [-0.079, 1.179, 1.628], [2.023, 2.180, 2.118], [3.143, 2.445, 2.916], [4.185, 3.100, 2.446], [4.164, 3.497, 1.189], [3.075, 3.212, 0.365], [2.021, 2.577, 0.844], [-1.107, 0.518, 5.672], [-0.178, 0.032, 6.592], [-0.602, -0.203, 7.891], [-1.837, 0.019, 8.295], [-2.720, 0.484, 7.433], [-2.414, 0.746, 6.107], [-4.404, -0.381, -2.122], [-2.219, 0.878, -2.410], [-3.726, -0.696, 1.886], [-2.588, 0.015, 3.508], [1.207, 1.595, 4.688], [3.221, 2.123, 3.945], [5.032, 4.037, 0.839], [3.042, 3.494, -0.680], [0.833, -0.195, 6.291], [0.076, -0.590, 8.638], [-3.717, 0.645, 7.817], [-3.164, 1.146, 5.442], [4.568, -2.873, -5.196], [3.802, -1.839, -3.799], [4.278, -1.994, -2.489], [3.756, -1.229, -1.487], [2.730, -0.281, -1.718], [2.382, 0.478, -0.731], [2.212, -0.169, -3.047], [1.222, 0.761, -3.442], [0.499, 1.504, -2.654], [-0.364, 2.485, -3.124], [-0.875, 2.568, -4.407], [-1.691, 3.637, -4.799], [-1.983, 4.654, -3.930], [-1.497, 4.610, -2.608], [-1.722, 5.640, -1.673], [-1.219, 5.526, -0.402], [-0.542, 4.352, -0.052], [-0.304, 3.387, -0.909], [-0.723, 3.497, -2.183], [2.794, -0.955, -4.070], [5.059, -2.710, -2.288], [4.126, -1.319, -0.477], [1.102, 0.881, -4.523], [-0.661, 1.800, -5.136], [-2.074, 3.660, -5.808], [-2.576, 5.500, -4.238], [-2.288, 6.507, -1.979], [-1.343, 6.312, 0.325], [-0.181, 4.199, 0.958], [2.434, -0.851, -5.083], [0.079, -1.058, -0.569], [-0.162, -2.022, -1.712], [-1.497, -3.086, -1.091], [-1.819, -3.069, 0.252], [-2.823, -3.896, 0.722], [-3.487, -4.747, -0.146], [-3.149, -4.764, -1.491], [-2.165, -3.918, -1.973], [1.122, -3.283, -1.565], [1.498, -3.971, -2.706], [2.468, -4.955, -2.612], [3.051, -5.240, -1.387], [2.664, -4.544, -0.253], [1.695, -3.558, -0.338], [-1.270, -2.423, 0.923], [-3.074, -3.885, 1.772], [-4.263, -5.397, 0.226], [-3.647, -5.449, -2.159], [-1.912, -3.914, -3.022], [1.039, -3.741, -3.655], [2.768, -5.501, -3.491], [3.809, -6.004, -1.316], [3.110, -4.777, 0.700], [1.387, -3.003, 0.534]], "mulliken_charge": [2.5565, -0.6908, -0.1284, 0.3412, 0.3157, -0.2549, -0.4956, 0.1424, -1.1368, 0.6127, -1.1586, 0.6769, 0.1798, -0.0153, -0.4545, -0.5345, -0.6038, -0.2521, 0.1268, 0.1683, -0.5852, -0.4421, -0.5474, -0.4988, -0.4800, 0.4303, 0.3267, 0.4510, 0.7072, 0.7387, 0.4286, 0.4282, 0.5513, 0.4972, 0.3870, 0.3894, 0.5129, -0.1015, -0.6569, -0.4021, -0.7065, 0.2086, -0.5352, 0.2966, 0.2017, 0.2108, -0.4897, -0.5245, -1.2699, -0.8255, 0.5321, -0.6423, -1.2918, -0.0084, 0.3377, 1.1223, -0.7843, 0.5015, 0.4952, 0.3968, 0.4870, 0.4373, 0.4711, 0.5055, 0.4577, 0.5295, 0.5390, -0.6937, -0.0096, 1.0453, -0.5276, -0.6540, -0.6326, -0.7646, -0.4289, 0.8456, -0.4883, -0.7807, -0.5917, -0.7864, -0.2686, 0.4127, 0.5057, 0.4461, 0.4469, 0.4973, 0.4744, 0.5135, 0.4444, 0.4633, 0.3498], "lumo_energy_ev": -6.23, "de_lowest_kj_mol": 0.0, "homo_lumo_gap_ev": 6.346, "max_force_ev_per_a": 1.33, "homo_ev": -12.57, "energy_ha": -5522.6215, "total_charge": 2}